This record from the OMol25 dataset describes a 2-piece molecular cluster, C2H3N4 overall. The level of theory is ωB97M-V/def2-TZVPD.

Last column: Löwdin charge in e.
CARTESIAN COORDINATES (ANGSTROEM)
C: 0.714 0.063 -0.044  -0.306
C: -2.118 0.001 0.003  0.046
N: 1.342 -1.099 -0.024  -0.119
N: 1.474 1.143 -0.005  -0.118
N: 2.610 -0.711 0.026  -0.191
N: 2.686 0.605 0.037  -0.192
H: -2.269 0.524 -0.919  -0.041
H: -2.176 -1.065 0.009  -0.039
H: -2.262 0.539 0.918  -0.039

Forces on the atoms, in the same order (eV/Å):
C -1.39 -0.04 0.05
C 0.99 0.23 -0.03
N -0.95 0.20 -0.04
N -1.03 -0.12 -0.04
N 1.09 0.18 0.03
N 1.16 -0.27 0.04
H 0.02 0.13 -0.28
H 0.06 -0.42 0.01
H 0.05 0.11 0.26

Computed properties:
lowest unoccupied orbital energy (alpha / beta) = 3.499 / 3.976 eV
multiplicity = 1
energy relative to the best compared isomer or geometry (same formula, charge and spin) = 416.4 kJ/mol
energy = -8078.8837 eV
largest force on an atom = 1.4 eV/A
net charge = -1
orbital gap (alpha / beta) = 8.324 / 8.659 eV
E_HOMO (alpha / beta) = -4.83 / -4.68 eV